C5H12N2O in the gas phase, computed with ωB97M-V/def2-TZVPD.

SMILES string: CC(C)CNC(N)=O
Kohn-Sham gap in eV: 10.50
Multiplicity: 1

Positions of all 20 atoms, in Å:
C -0.52 -0.10 -0.46
C -0.35 0.97 0.63
C -0.49 0.35 2.02
C -1.43 2.06 0.44
N 0.58 -1.06 -0.48
C 1.38 -1.14 -1.60
N 2.03 -2.35 -1.76
O 1.52 -0.23 -2.39
H -1.45 -0.64 -0.32
H -0.54 0.42 -1.41
H 0.65 1.40 0.50
H -1.45 -0.17 2.09
H -0.38 1.11 2.80
H 0.29 -0.40 2.21
H -2.12 2.08 1.29
H -1.98 1.97 -0.49
H -0.98 3.06 0.38
H 0.36 -1.95 -0.06
H 2.09 -3.01 -1.01
H 2.80 -2.35 -2.40

C5H12N2O in the gas phase at a distorted geometry, computed with ωB97M-V/def2-TZVPD.

SMILES string: CN[C@@H](N)/C=C(\C)O
Kohn-Sham gap in eV: 8.51
Multiplicity: 1

Positions of all 20 atoms, in Å:
C 1.21 0.20 -0.03
C -0.57 2.13 -0.12
C -0.80 -2.00 -0.82
N 0.18 1.17 -0.91
C -0.69 -1.28 0.49
N 2.22 0.99 0.54
C 0.35 -0.51 0.91
O -1.62 -1.64 1.44
H -2.37 -2.05 1.00
H -0.42 0.79 -1.65
H 1.62 -0.44 -0.80
H 2.70 0.59 1.34
H 2.71 1.50 -0.18
H 0.31 -0.12 1.92
H -1.12 1.65 0.70
H -1.30 2.69 -0.72
H 0.08 2.89 0.34
H -1.79 -1.83 -1.26
H -0.05 -1.68 -1.54
H -0.66 -3.07 -0.67

C5H12N2O in the gas phase at a distorted geometry, computed with ωB97M-V/def2-TZVPD.

SMILES string: NCNCCCC=O
Kohn-Sham gap in eV: 9.75
Multiplicity: 1

Positions of all 20 atoms, in Å:
C 0.75 -0.82 0.38
N 1.31 0.48 0.75
C 0.96 0.91 2.11
N -0.37 1.40 2.32
C 0.41 -0.87 -1.10
C -0.94 -0.24 -1.40
C -1.36 -0.56 -2.82
O -2.46 -0.46 -3.29
H -0.11 -1.21 0.96
H 1.44 -1.61 0.75
H 0.92 1.15 0.10
H 1.11 0.01 2.71
H 1.70 1.67 2.36
H -0.80 2.31 2.20
H -1.05 0.72 2.58
H 0.39 -1.91 -1.44
H 1.24 -0.43 -1.66
H -1.71 -0.53 -0.68
H -0.88 0.86 -1.36
H -0.53 -0.87 -3.49

2 unconnected molecules or ions with the total composition C5H12N2O, computed with ωB97M-V/def2-TZVPD.

SMILES string: C=N/C=C/CCN.O
Kohn-Sham gap in eV: 9.82
Multiplicity: 1

Positions of all 20 atoms, in Å:
C 0.86 1.49 -0.03
C -0.47 1.70 -0.78
C -1.47 0.65 -0.38
C -1.51 -0.54 -0.97
N -2.39 -1.56 -0.53
C -2.01 -2.40 0.31
N 1.59 0.26 -0.32
H 0.60 1.49 1.03
H 1.53 2.31 -0.22
H -0.80 2.68 -0.42
H -0.30 1.76 -1.86
H -2.05 0.87 0.50
H -1.00 -0.73 -1.90
H -1.00 -2.44 0.75
H -2.70 -3.17 0.69
H 0.93 -0.50 -0.19
H 1.91 0.30 -1.28
H 3.47 -0.47 1.82
H 2.13 -0.94 1.49
O 2.68 -0.78 2.28

4 unconnected molecules or ions with the total composition C5H12N2O, computed with ωB97M-V/def2-TZVPD.

Kohn-Sham gap in eV: 9.29
Multiplicity: 1

Positions of all 20 atoms, in Å:
C 0.28 -1.58 0.92
C 0.49 1.21 -0.13
C -0.87 -1.79 1.87
C 0.22 -1.99 -0.40
N 0.17 0.56 0.98
C -0.46 2.12 -0.79
O 1.15 3.08 -1.99
N -0.21 3.03 -1.65
H 1.18 3.81 -2.62
H -0.84 0.61 1.13
H 1.25 -1.52 1.39
H 1.54 1.39 -0.31
H 0.40 0.14 -1.33
H -1.51 2.05 -0.52
H -1.83 -1.67 1.36
H -0.84 -2.81 2.26
H -0.83 -1.11 2.72
H -0.71 -2.38 -0.80
H 1.12 -2.38 -0.87
H 0.31 -0.74 -1.21

A gas-phase ion, C5H12N2O (charge +1) at a distorted geometry, computed with ωB97M-V/def2-TZVPD.

Total charge: +1
<S²>: 0.7547
Kohn-Sham gap (spin up / spin down) in eV: 10.69 / 5.35
Multiplicity: 2

Positions of all 20 atoms, in Å:
C -2.20 -1.23 0.60
C -0.78 -0.71 0.28
C -0.64 0.76 -0.16
C 0.54 1.43 0.53
C 1.88 0.80 0.26
N 2.39 1.02 -0.99
O 2.45 0.10 1.06
N -0.21 -1.55 -0.72
H -2.74 -1.26 -0.35
H -2.17 -2.17 1.14
H -2.81 -0.61 1.26
H -0.22 -0.92 1.23
H -1.54 1.32 0.11
H -0.46 0.78 -1.23
H 0.35 1.53 1.59
H 0.58 2.45 0.11
H 1.97 1.54 -1.72
H 3.20 0.50 -1.22
H 0.68 -1.19 -1.09
H -0.28 -2.57 -0.69

2 unconnected molecules or ions with the total composition C5H12N2O2 at a distorted geometry, computed with ωB97M-V/def2-TZVPD.

SMILES string: CCC(N)=O.CC(N)=O
Kohn-Sham gap in eV: 10.61
Multiplicity: 1

Positions of all 21 atoms, in Å:
C 0.64 -1.42 0.75
C 0.19 -1.15 2.20
C 2.03 -1.03 0.33
O 2.34 0.00 -0.23
N 2.97 -1.98 0.64
H 0.46 -2.48 0.50
H -0.11 -0.94 0.11
H 0.08 -0.08 2.36
H 3.94 -1.76 0.49
H 2.73 -2.78 1.19
H 0.96 -1.48 2.91
H -0.76 -1.62 2.35
C -2.10 2.85 -0.94
C -2.14 1.35 -0.91
O -2.80 0.69 -0.13
N -1.40 0.76 -1.90
H -2.63 3.25 -0.08
H -2.66 3.19 -1.82
H -1.33 -0.25 -1.99
H -0.86 1.33 -2.53
H -1.10 3.27 -1.03

A molecular structure, C5H12N2O2 at a distorted geometry, computed with ωB97M-V/def2-TZVPD.

Kohn-Sham gap in eV: 8.21
Multiplicity: 1

Positions of all 21 atoms, in Å:
C -1.29 0.08 -1.89
N -1.76 0.29 -0.70
C -1.12 -1.01 0.56
O -1.96 -0.75 1.64
O -1.14 -2.11 0.02
H -2.62 -1.46 1.63
H -1.96 1.25 -0.43
H -1.12 -0.97 -2.14
H -1.48 0.76 -2.71
H 0.54 0.04 -1.61
C 0.41 0.61 1.81
N 0.21 -0.45 0.85
C 1.48 -0.13 -0.97
C 2.34 0.88 -0.78
H 0.89 -1.20 0.87
H 1.82 -1.15 -1.02
H 1.32 1.16 1.60
H 0.43 0.22 2.83
H -0.41 1.33 1.75
H 2.05 1.92 -0.82
H 3.37 0.68 -0.50

Results for E: -382.49786; -382.39494; -382.42019; -382.40491; -382.25585; -382.15914; -457.74553; -457.57441 (in hartree, following the order of the records).